A cluster of 2 separate species, C3H10O in total in a non-equilibrium geometry, computed with wB97M-V/def2-TZVPD.

Values from the calculation:
SMILES	CC.CO
total energy	-195.4934	a.u.
highest occupied orbital energy	-10.58	eV
M	62.11	u
energy relative to the best compared isomer or geometry (same formula, charge and spin)	0.968	eV

ORCA input file:
```
! wB97M-V def2-TZVPD RIJCOSX def2/J DEFGRID3
* xyz 0 1
C 0.872 0.443 4.065
C 1.894 1.492 4.457
H 0.834 -0.383 4.767
H 1.282 -0.195 3.256
H -0.075 0.823 3.715
H 1.790 1.996 5.413
H 2.881 1.031 4.338
H 2.017 2.329 3.753
C -1.847 -1.301 -5.968
O -1.912 -1.495 -4.563
H -2.700 -1.627 -6.559
H -1.485 -0.294 -6.177
H -0.995 -1.908 -6.303
H -2.557 -0.910 -4.194
*
```

=====

A structure of composition C47H75BrN2O14 in a non-equilibrium geometry, computed with wB97M-V/def2-TZVPD.

Values from the calculation:
total energy	-5572.2489	a.u.
highest occupied orbital energy	-6.64	eV
M	972.02	u

ORCA input file:
```
! wB97M-V def2-TZVPD RIJCOSX def2/J DEFGRID3
* xyz 0 1
O 1.537 -1.289 4.415
C 1.848 -0.338 3.781
O 3.048 0.242 3.960
C 3.055 1.684 3.923
C 3.075 2.243 2.511
N 4.428 2.290 1.980
C 4.502 2.464 0.539
O 4.795 3.463 -0.021
C 4.253 1.081 -0.003
C 3.757 0.642 -1.220
C 3.588 -0.733 -1.375
Br 2.904 -1.328 -3.042
C 3.902 -1.657 -0.366
C 3.636 -3.132 -0.533
C 2.133 -3.357 -0.231
C 1.767 -4.727 0.322
C 0.249 -4.769 0.498
C -0.252 -3.675 1.446
C -1.527 -4.018 2.205
C -1.692 -3.162 3.459
C -1.817 -1.653 3.157
C -3.134 -0.968 3.551
C -3.440 0.196 2.608
C -4.238 -0.159 1.342
C -3.429 -0.879 0.276
N -2.247 -0.136 -0.159
C -1.114 -0.761 -0.610
C -0.188 0.206 -0.920
C -0.763 1.469 -0.635
C -2.043 1.211 -0.183
C 4.453 -1.184 0.834
C 4.610 0.184 0.991
C 5.133 1.017 2.130
O 5.986 0.801 2.918
H 1.178 0.040 2.998
H 2.179 2.047 4.452
H 3.959 1.996 4.432
H 2.385 1.657 1.889
H 2.664 3.250 2.552
H 3.501 1.345 -1.997
H 4.229 -3.667 0.206
H 3.869 -3.428 -1.550
H 1.546 -3.122 -1.116
H 1.870 -2.598 0.506
H 2.230 -4.909 1.293
H 2.096 -5.486 -0.387
H -0.171 -4.583 -0.495
H -0.111 -5.754 0.789
H 0.541 -3.454 2.167
H -0.429 -2.764 0.879
H -1.515 -5.060 2.525
H -2.412 -3.861 1.591
H -2.580 -3.490 3.999
H -0.828 -3.282 4.110
H -1.047 -1.170 3.758
H -1.574 -1.429 2.121
H -3.030 -0.551 4.554
H -3.964 -1.671 3.611
H -2.494 0.657 2.325
H -4.005 0.974 3.126
H -5.029 -0.841 1.637
H -4.700 0.742 0.951
H -3.117 -1.857 0.616
H -4.072 -1.037 -0.594
H -1.029 -1.828 -0.691
H 0.801 0.041 -1.314
H -0.301 2.428 -0.771
H -2.803 1.899 0.137
H 4.710 -1.855 1.641
O 5.807 -3.444 -3.157
C 6.687 -2.976 -2.487
O 6.584 -1.686 -2.111
C 7.450 -1.069 -1.155
C 8.714 -0.538 -1.797
C 7.923 -3.764 -2.121
H 7.661 -1.750 -0.328
H 6.871 -0.245 -0.740
H 9.311 -1.339 -2.233
H 9.325 -0.016 -1.059
H 8.464 0.157 -2.599
H 8.642 -3.685 -2.935
H 7.636 -4.806 -2.004
H 8.393 -3.448 -1.193
O 0.530 5.794 -2.646
C 1.577 5.843 -2.058
O 2.525 4.923 -2.323
C 3.867 5.003 -1.830
C 3.996 4.399 -0.446
C 1.822 6.858 -0.966
H 4.235 6.029 -1.871
H 4.462 4.428 -2.539
H 3.400 4.944 0.287
H 5.036 4.409 -0.119
H 3.642 3.368 -0.453
H 1.424 6.468 -0.030
H 1.287 7.768 -1.225
H 2.868 7.121 -0.830
O -7.144 1.078 0.823
C -7.482 1.823 1.703
O -7.202 3.132 1.584
C -7.706 4.127 2.478
C -6.827 4.284 3.701
C -8.124 1.311 2.971
H -8.745 3.921 2.739
H -7.706 5.051 1.902
H -6.796 3.369 4.293
H -7.196 5.091 4.334
H -5.804 4.513 3.401
H -7.339 1.002 3.661
H -8.731 0.446 2.717
H -8.773 2.031 3.464
O -5.003 -3.349 1.276
C -6.066 -3.535 0.742
O -6.501 -4.807 0.653
C -7.812 -5.166 0.211
C -7.890 -5.280 -1.297
C -6.883 -2.442 0.092
H -8.558 -4.477 0.612
H -8.007 -6.136 0.665
H -7.687 -4.325 -1.783
H -8.881 -5.617 -1.602
H -7.150 -5.994 -1.658
H -6.520 -2.292 -0.924
H -6.757 -1.516 0.644
H -7.949 -2.652 0.064
O 3.412 2.016 -7.517
C 2.391 2.272 -6.938
O 2.348 3.350 -6.137
C 1.136 3.848 -5.552
C 0.805 3.154 -4.253
C 1.182 1.367 -7.026
H 0.315 3.800 -6.269
H 1.324 4.904 -5.363
H 0.622 2.087 -4.399
H -0.078 3.598 -3.800
H 1.633 3.247 -3.560
H 1.286 0.572 -6.288
H 1.163 0.926 -8.019
H 0.233 1.875 -6.874
*
```

=====

A cluster of 2 separate species, C4H7Br2N3 in total in a non-equilibrium geometry, computed with wB97M-V/def2-TZVPD.

Values from the calculation:
total energy	-5468.7361	a.u.
highest occupied orbital energy	-8.44	eV
M	256.93	u
energy relative to the best compared isomer or geometry (same formula, charge and spin)	1.626	eV

ORCA input file:
```
! wB97M-V def2-TZVPD RIJCOSX def2/J DEFGRID3
* xyz 0 1
C -0.061 2.133 -0.084
C 2.259 -0.365 1.439
C 0.959 -2.275 1.530
C -2.692 0.981 -1.928
N -0.699 1.482 -0.853
N 1.495 -1.114 2.084
N -1.383 0.627 -1.342
Br 1.338 3.302 -0.144
Br 2.858 -0.720 -0.401
H 2.594 0.596 1.843
H 1.616 -3.125 1.417
H 0.050 -2.555 2.159
H 0.621 -2.085 0.340
H -2.676 2.113 -1.999
H -2.757 0.285 -2.841
H -3.523 0.720 -1.221
*
```